Entry 1:
{
  "formula": "C26H20N2O2SSbSe4W",
  "method": "ωB97M-V/def2-TZVPD",
  "symbols": ["W", "Se", "Sb", "Se", "Se", "Se", "C", "C", "C", "C", "C", "C", "C", "S", "O", "O", "N", "C", "C", "C", "C", "C", "C", "C", "C", "N", "C", "H", "H", "H", "H", "H", "H", "H", "H", "H", "H", "H", "H", "H", "C", "C", "C", "C", "C", "C", "C", "C", "C", "C", "H", "H", "H", "H", "H", "H", "H"],
  "coordinates": [[-0.673, 0.280, 0.598], [-2.396, 4.082, -0.862], [-1.329, 2.021, -1.417], [1.170, 1.399, -0.391], [-2.117, -1.049, -0.512], [-1.053, 1.394, -3.706], [4.207, -4.215, 6.213], [3.223, -3.512, 5.318], [3.668, -2.770, 4.225], [2.773, -2.146, 3.375], [1.415, -2.268, 3.635], [0.940, -2.994, 4.714], [1.855, -3.613, 5.553], [0.276, -1.482, 2.552], [0.543, -0.016, 2.568], [-1.067, -1.824, 2.967], [0.641, -1.763, 1.054], [0.437, -3.014, 0.459], [0.046, -4.161, 1.117], [-0.123, -5.375, 0.424], [0.061, -5.451, -0.927], [0.435, -4.290, -1.642], [0.588, -4.268, -3.049], [0.918, -3.102, -3.672], [1.124, -1.946, -2.884], [1.010, -1.934, -1.585], [0.646, -3.077, -0.954], [5.163, -3.693, 6.234], [4.392, -5.230, 5.855], [3.831, -4.287, 7.233], [4.732, -2.683, 4.038], [3.109, -1.573, 2.520], [-0.125, -3.065, 4.885], [1.500, -4.181, 6.404], [-0.160, -4.133, 2.178], [-0.426, -6.254, 0.980], [-0.092, -6.379, -1.465], [0.421, -5.180, -3.610], [1.018, -3.038, -4.747], [1.372, -1.004, -3.365], [-0.401, 4.571, 4.449], [0.490, 3.886, 3.600], [0.038, 2.924, 2.742], [-1.334, 2.576, 2.663], [-1.850, 1.575, 1.756], [-3.224, 1.373, 1.762], [-4.098, 2.070, 2.616], [-3.611, 3.004, 3.477], [-2.224, 3.281, 3.514], [-1.730, 4.270, 4.400], [-0.033, 5.332, 5.125], [1.545, 4.129, 3.622], [0.740, 2.420, 2.096], [-3.660, 0.660, 1.079], [-5.160, 1.865, 2.568], [-4.271, 3.556, 4.136], [-2.440, 4.789, 5.035]],
  "atomic_forces_ev_per_a": [[0.53, 0.08, 0.05], [0.16, -0.08, -0.01], [0.13, 0.12, 0.19], [0.27, 0.02, -0.26], [-0.28, -0.31, -0.19], [-0.08, -0.02, 0.10], [-0.01, 0.00, 0.00], [0.04, -0.01, 0.02], [0.01, 0.01, -0.02], [0.01, -0.06, 0.07], [-0.05, 0.12, -0.02], [0.15, -0.01, 0.02], [-0.04, 0.00, 0.00], [-0.25, 0.24, -0.14], [-0.64, 0.08, 0.07], [0.42, -0.24, 0.21], [-0.18, -0.19, -0.23], [-0.02, -0.04, 0.19], [0.06, 0.19, -0.02], [-0.01, -0.08, -0.08], [-0.02, -0.03, 0.10], [0.01, 0.04, -0.02], [0.01, 0.03, -0.03], [-0.02, -0.06, 0.01], [0.00, 0.03, -0.03], [0.02, 0.01, -0.05], [0.03, 0.06, -0.10], [0.00, 0.00, 0.00], [0.00, 0.00, 0.00], [0.00, 0.00, 0.00], [0.00, 0.00, 0.00], [-0.01, 0.01, -0.01], [-0.01, 0.02, -0.02], [0.01, 0.00, 0.00], [-0.01, -0.02, 0.01], [0.00, 0.00, 0.00], [0.00, 0.00, 0.00], [0.00, 0.00, -0.01], [-0.01, -0.03, 0.00], [-0.01, 0.02, 0.07], [-0.03, 0.00, 0.00], [0.03, 0.01, 0.00], [-0.03, -0.07, -0.02], [0.02, 0.05, -0.04], [-0.33, 0.16, 0.20], [0.12, -0.08, -0.04], [-0.03, 0.06, 0.06], [-0.01, -0.03, -0.03], [0.01, 0.02, 0.02], [0.02, -0.01, -0.01], [0.00, 0.00, 0.00], [0.00, -0.01, -0.01], [0.03, 0.03, 0.02], [0.00, 0.00, 0.00], [0.00, -0.01, -0.01], [0.00, 0.00, 0.00], [0.00, 0.01, 0.00]],
  "nbo_charge": [0.485, -0.668, 1.100, -0.258, -0.060, -0.693, -0.629, 0.007, -0.221, -0.166, -0.277, -0.177, -0.225, 2.241, -0.926, -0.923, -0.918, 0.157, -0.269, -0.199, -0.212, -0.100, -0.153, -0.257, 0.077, -0.426, 0.199, 0.217, 0.222, 0.216, 0.212, 0.247, 0.247, 0.210, 0.216, 0.206, 0.202, 0.204, 0.214, 0.211, -0.224, -0.217, -0.185, 0.033, -0.377, -0.168, -0.226, -0.154, -0.086, -0.181, 0.202, 0.205, 0.224, 0.220, 0.207, 0.198, 0.198],
  "homo_energy_ha": -0.1570,
  "charge": -1,
  "spin_multiplicity": 1,
  "energy_ev": -314948.614,
  "de_lowest_ev": 0.961,
  "e_lumo_ev": 1.45
}

Entry 2:
{
  "formula": "C4H10N2O",
  "method": "ωB97M-V/def2-TZVPD",
  "symbols": ["C", "C", "C", "N", "C", "O", "N", "H", "H", "H", "H", "H", "H", "H", "H", "H", "H"],
  "coordinates": [[0.569, -0.675, -0.162], [-0.732, 1.058, 0.826], [1.665, 1.511, -0.368], [-0.055, 0.501, -0.340], [-1.215, -1.716, -0.136], [1.198, -1.237, -1.228], [-2.053, -1.728, 0.800], [0.817, -0.812, -2.014], [1.044, -0.944, 0.782], [-2.848, -2.370, 0.672], [-1.288, -2.339, -1.047], [-0.779, 2.145, 0.731], [-1.765, 0.704, 0.851], [-0.239, 0.802, 1.771], [1.268, 2.429, -0.792], [1.990, 1.599, 0.666], [2.422, 1.071, -1.011]],
  "atomic_forces_ev_per_a": [[-4.10, -4.43, 0.52], [-0.09, 0.14, -0.06], [-2.69, -0.23, -0.32], [3.95, 4.04, -0.52], [1.96, 0.20, 0.61], [0.27, 0.61, -0.20], [0.24, -0.01, 0.01], [0.09, -0.16, 0.11], [0.12, 0.09, -0.03], [0.25, 0.26, -0.26], [0.10, 0.17, -0.06], [0.15, -0.09, -0.06], [0.23, -0.15, 0.03], [-0.07, -0.03, 0.00], [0.21, 0.08, 0.20], [-0.26, -0.11, 0.02], [-0.37, -0.38, 0.02]],
  "nbo_charge": [0.324, -0.436, -0.475, -0.426, 0.065, -0.691, -0.690, 0.482, 0.166, 0.341, 0.127, 0.202, 0.237, 0.178, 0.201, 0.190, 0.205],
  "homo_energy_ha": -0.2752,
  "charge": 0,
  "spin_multiplicity": 1,
  "energy_ev": -9333.017,
  "de_lowest_ev": 5.971,
  "e_lumo_ev": 0.89
}

Entry 3:
{
  "formula": "C7H23NO6",
  "method": "ωB97M-V/def2-TZVPD",
  "symbols": ["C", "C", "C", "N", "C", "C", "C", "C", "H", "H", "H", "H", "H", "H", "H", "H", "H", "H", "H", "H", "H", "O", "H", "H", "O", "H", "H", "O", "H", "H", "O", "H", "H", "O", "H", "H", "O"],
  "coordinates": [[-0.953, 0.663, 1.470], [-0.121, -0.490, 1.077], [0.043, -1.600, 1.873], [0.771, -2.544, 1.197], [1.153, -1.989, -0.065], [0.490, -0.758, -0.174], [0.544, 0.179, -1.311], [2.304, -2.405, -0.953], [-1.130, 1.410, 0.635], [-0.676, 1.304, 2.375], [-1.883, 0.113, 1.822], [-0.375, -1.695, 2.867], [0.668, -3.478, 1.455], [0.732, 1.188, -0.888], [1.538, 0.248, -1.888], [-0.391, 0.294, -1.877], [1.888, -2.068, -1.915], [2.323, -3.498, -1.008], [3.230, -1.936, -0.803], [2.772, -0.358, 2.063], [3.368, 0.714, 2.831], [2.567, 0.548, 2.265], [-1.005, 3.904, 0.218], [0.338, 4.311, 0.959], [-0.548, 4.619, 0.724], [-3.091, 0.517, -3.007], [-3.419, -0.701, -1.950], [-3.639, 0.131, -2.323], [-1.847, -1.818, -0.457], [-2.917, -0.849, -0.440], [-2.813, -1.845, -0.559], [4.209, 0.989, -0.868], [2.928, 1.991, -1.049], [3.394, 1.214, -1.368], [-3.222, 1.898, -1.460], [-2.386, 1.094, -0.379], [-2.453, 1.950, -0.891]],
  "atomic_forces_ev_per_a": [[-1.09, 1.02, 0.74], [0.51, 1.44, -1.97], [0.61, -1.67, -0.13], [-0.15, 2.45, -0.10], [0.68, -0.09, 1.24], [-0.37, 0.58, 0.93], [1.92, 2.37, -0.43], [-3.89, -1.35, -0.71], [0.29, -1.14, 1.23], [0.23, -1.17, -1.12], [0.35, 1.20, -0.54], [0.17, -0.54, -0.04], [0.56, -1.90, 0.22], [-0.80, -0.27, 0.22], [-1.76, -1.29, 0.26], [0.48, -0.41, -0.08], [0.69, -0.11, -0.10], [0.57, 0.18, 0.15], [1.20, 0.64, 0.62], [-0.23, -0.88, -0.51], [-1.20, 0.47, -0.53], [1.44, 0.38, 1.04], [0.68, 0.81, 0.57], [-0.32, -0.07, -0.20], [-0.43, -0.81, -0.44], [0.41, -0.92, -0.05], [0.80, -1.40, -0.77], [-1.67, 1.81, -0.28], [-0.06, -0.82, -0.23], [-0.60, -1.79, 0.19], [0.75, 2.49, 0.56], [-1.02, 0.95, -0.24], [0.69, 0.10, 0.48], [0.56, -0.98, -0.17], [-0.33, -0.40, 0.12], [-0.80, 1.71, -1.38], [1.13, -0.60, 1.44]],
  "lowdin_spin": [0.026, 0.122, 0.319, 0.062, 0.310, 0.050, 0.001, 0.046, 0.000, 0.007, 0.012, 0.010, -0.001, -0.001, 0.001, 0.001, 0.007, 0.005, 0.015, 0.000, 0.000, 0.005, 0.000, 0.000, 0.000, 0.000, 0.000, 0.000, 0.000, 0.000, 0.000, 0.000, 0.000, 0.000, 0.000, 0.000, 0.000],
  "homo_energy_ha": [-0.5004, -0.5004],
  "charge": 1,
  "spin_multiplicity": 2,
  "energy_ev": -21397.817,
  "e_lumo_ev": [-3.62, -7.11]
}